(1)
Below is C3H12InN6O3 as an isolated structure in a non-equilibrium geometry, with properties calculated with wB97M-V/def2-TZVPD.

```
25
Properties=species:S:1:pos:R:3:forces:R:3:lowdin_charge:R:1
In -20.2426 8.1787 11.6272 0.1 0.5 -0.4 1.51
C -18.0761 7.1933 8.4272 0.4 -1.6 -0.2 -0.56
O -18.6894 7.9122 9.2679 -1.0 0.9 0.9 -0.06
N -16.9348 6.5760 8.8049 -1.1 0.8 -0.1 0.26
N -18.5173 6.9395 7.1726 0.7 0.7 1.3 0.25
H -16.3581 6.1193 8.1147 0.4 -0.2 0.4 0.15
H -16.7232 6.6382 9.7874 0.6 -0.3 -0.1 0.14
H -17.7740 6.4929 6.6559 -0.6 0.0 -1.0 0.14
H -19.1014 7.6435 6.7428 -0.1 -0.2 -0.3 0.15
C -24.0184 9.3081 10.7386 -0.6 2.3 -1.2 -0.56
O -22.9373 8.7106 10.9373 0.6 -0.7 0.8 -0.07
N -24.1706 10.6248 10.4296 0.9 -1.3 0.4 0.27
N -25.1966 8.6619 10.6792 0.7 -2.2 -0.1 0.27
H -25.0495 10.8292 9.9799 0.1 0.8 0.1 0.15
H -23.3622 11.2300 10.4077 -0.3 0.3 -0.1 0.15
H -26.1324 9.0076 10.8404 0.1 0.4 0.2 0.16
H -25.0863 7.6575 10.5688 -0.5 0.1 0.2 0.15
C -18.1421 9.3449 14.7813 0.9 -1.6 0.5 -0.57
O -19.0618 9.4605 13.9229 -0.8 0.3 -1.1 -0.04
N -17.2630 10.3410 14.9543 -0.9 0.3 -1.0 0.30
N -17.9030 8.2236 15.4939 -0.3 0.8 0.3 0.22
H -17.3511 11.0870 14.2735 0.4 0.3 0.4 0.16
H -16.7093 10.4358 15.7941 0.0 0.3 0.0 0.16
H -18.6722 7.6223 15.7603 0.0 0.0 -0.2 0.14
H -17.2646 8.4264 16.2516 0.2 -0.7 0.2 0.14
```
Positions in Å, forces in eV/Å.

Output
ΔE to the lowest compared entry with this formula, charge and spin: 2.172 eV
Net charge: +3



(2)
Below is a 2-piece molecular cluster, C3H12N2 overall, with properties calculated with wB97M-V/def2-TZVPD.

```
17
Properties=species:S:1:pos:R:3:forces:R:3:mulliken_spin:R:1
C -0.9922 -0.5127 2.1879 0.2 -0.6 0.3 3.28
N -2.0527 -0.8994 1.2269 0.3 0.5 0.5 -0.07
H -0.2235 0.1376 1.7592 -0.2 0.1 -0.1 -0.68
H -1.3873 -0.0651 3.1100 0.1 0.2 -0.1 -0.83
H -0.4396 -1.4043 2.5207 -0.1 0.0 -0.2 -0.36
H -2.7328 -1.3686 1.8198 -0.2 -0.1 -0.3 -0.28
H -2.5030 -0.0216 0.9526 -0.1 -0.2 0.0 -0.08
C 0.0829 -0.3003 -1.2220 0.8 0.2 -0.4 0.31
N 0.8047 0.9517 -1.0043 0.2 -0.1 0.5 0.01
C 2.1842 0.8711 -1.4620 -0.2 0.5 0.2 0.39
H 0.6680 -1.1845 -0.9292 -0.1 0.0 0.2 -0.12
H -0.0416 -0.3753 -2.3069 -0.5 -0.2 0.0 0.01
H -0.8521 -0.3103 -0.6719 -0.1 -0.1 -0.2 -0.16
H 0.8079 1.1651 -0.0060 -0.1 0.0 -0.2 -0.19
H 2.1691 0.6901 -2.5365 0.2 0.0 -0.1 -0.03
H 2.6728 1.8333 -1.2681 0.0 -0.1 -0.2 -0.12
H 2.8001 0.1068 -0.9712 -0.1 -0.3 0.0 -0.06
```
Positions in Å, forces in eV/Å.

Output
ΔE to the lowest compared entry with this formula, charge and spin: 0.863 eV
<S²>: 0.750
2S+1: 2
Net charge: -1



(3)
Below is a 2-piece molecular cluster, C3H12N2 overall in a non-equilibrium geometry, with properties calculated with wB97M-V/def2-TZVPD.

```
17
Properties=species:S:1:pos:R:3:forces:R:3:lowdin_charge:R:1
C -1.6847 -3.9735 -1.8421 0.1 -0.6 0.7 -0.11
C -1.1621 -4.5750 -0.4683 0.0 1.2 -1.7 -0.33
N -0.9282 -3.5439 0.5373 -0.4 -2.3 -0.7 -0.03
H -2.7384 -3.7381 -1.7334 -0.1 0.8 0.1 0.05
H -1.6990 -4.5960 -2.7477 0.5 -0.5 0.5 0.06
H -1.0254 -3.1400 -2.0519 -0.4 0.5 -0.2 0.05
H -0.1770 -4.9667 -0.7323 -0.4 -0.9 0.5 0.10
H -1.9378 -5.2368 -0.1001 0.5 -0.8 0.0 0.09
H 0.0308 -3.2618 0.5314 -0.4 1.2 0.3 0.06
H -1.7726 -3.0268 0.6581 0.6 1.3 0.4 0.06
C 2.1931 5.8586 1.5599 -0.3 1.1 0.4 -0.20
N 1.0781 5.5305 0.6345 0.9 -0.1 0.9 -0.07
H 2.8588 5.0612 1.9109 -0.1 -0.1 -0.8 0.07
H 2.7547 6.6901 1.1162 0.4 -0.4 0.2 0.06
H 1.8070 6.2710 2.4899 -0.3 0.1 0.1 0.05
H 1.1592 4.5494 0.4208 -0.3 0.0 -0.5 0.04
H 1.2436 6.0979 -0.1830 -0.3 -0.5 -0.4 0.04
```
Positions in Å, forces in eV/Å.

Output
ΔE to the lowest compared entry with this formula, charge and spin: 1.039 eV
SMILES string: CCN.CN



(4)
Below is a 2-piece molecular cluster, C3H12N2 overall in a non-equilibrium geometry, with properties calculated with wB97M-V/def2-TZVPD.

```
17
Properties=species:S:1:pos:R:3:forces:R:3:lowdin_charge:R:1
C -1.4149 1.1081 1.4352 0.8 1.1 -0.4 -0.15
N -1.3235 0.9036 -0.0066 -0.8 -0.2 0.4 -0.19
C -0.8280 2.0888 -0.6664 1.4 -0.2 -0.1 -0.17
H -0.4285 1.0245 1.8936 0.0 -0.2 0.1 0.08
H -1.7553 2.1170 1.6525 -0.1 0.5 0.2 0.06
H -2.1211 0.4816 1.9160 -0.5 -1.1 0.3 0.06
H -2.2690 0.7165 -0.3206 0.1 -0.1 -0.2 0.09
H -0.7024 1.8923 -1.7242 -0.4 0.1 -0.4 0.07
H 0.2152 2.2323 -0.3486 -0.2 0.2 0.2 0.08
H -1.3654 3.0228 -0.4772 -0.2 0.0 0.0 0.07
C 1.7113 -2.1028 -1.0287 -0.7 0.0 0.3 -0.20
N 1.6493 -2.7380 0.3029 -0.2 0.2 -1.2 -0.06
H 2.3307 -1.2091 -1.1045 0.4 -0.1 0.0 0.06
H 0.7136 -1.7456 -1.2229 -0.5 0.2 -0.2 0.05
H 1.9059 -2.8043 -1.8354 0.4 -0.1 0.1 0.06
H 1.1084 -2.1055 0.8729 0.3 -0.1 0.5 0.04
H 2.5736 -2.8824 0.6619 0.2 0.1 0.5 0.04
```
Positions in Å, forces in eV/Å.

Output
ΔE to the lowest compared entry with this formula, charge and spin: 0.704 eV
SMILES string: CNC.CN



(5)
Below is a 2-piece molecular cluster, C3H12N2O overall in a non-equilibrium geometry, with properties calculated with wB97M-V/def2-TZVPD.

```
18
Properties=species:S:1:pos:R:3:forces:R:3:lowdin_charge:R:1
C -0.4083 4.2431 -1.9747 -0.7 2.0 -0.6 -0.11
C 0.0093 2.8392 -2.1435 3.3 -1.1 -1.3 -0.39
O -0.3442 1.9297 -1.1486 -2.2 -0.9 0.4 -0.07
H -1.3595 4.2154 -2.4787 -1.1 0.8 0.5 0.06
H 0.1417 5.0108 -2.6116 -0.1 -1.3 0.8 0.10
H -0.4549 4.6427 -0.9277 0.0 -0.7 -1.0 0.10
H -0.2803 2.4118 -3.1817 0.6 0.9 1.5 0.14
H 1.0848 2.7316 -1.9862 0.5 0.7 -1.2 0.10
H -0.9409 1.3577 -1.6377 -0.3 -0.5 0.9 0.08
N 1.3642 -3.5698 2.2844 -1.0 -0.3 -1.4 -0.07
C 0.3975 -2.4769 1.8998 1.9 -1.1 -0.6 -0.39
N -0.8895 -2.9746 1.3291 -2.4 2.0 -1.6 -0.07
H 1.8559 -3.9967 1.3894 -1.9 0.6 2.7 0.10
H 0.7142 -4.1414 2.8524 1.3 -0.9 -0.9 0.05
H 1.1975 -1.9360 1.3179 -2.0 0.9 0.0 0.10
H 0.1468 -2.0575 2.8682 0.0 0.7 -0.3 0.09
H -1.7758 -2.2435 1.2827 3.3 -1.9 0.8 0.13
H -0.8898 -3.2544 0.3172 0.8 0.2 1.3 0.05
```
Positions in Å, forces in eV/Å.

Output
ΔE to the lowest compared entry with this formula, charge and spin: 2.532 eV
SMILES string: CCO.NCN